This record from OMol25 describes a molecular structure, C5H11N2S. The level of theory is the ωB97M-V functional and the def2-TZVPD basis.

CARTESIAN COORDINATES (ANGSTROEM)
C (2.9361, 1.3565, 1.6302)
C (2.1980, 0.9352, 0.5435)
C (-1.4544, -0.5401, -0.9431)
C (-1.7588, -1.3262, -2.1190)
C (-0.9706, 0.1210, 1.1769)
N (1.3016, 1.5733, -0.2444)
N (-1.8595, -0.5012, 0.2210)
S (0.4394, 0.8476, -1.3381)
H (3.5539, 0.6686, 2.2295)
H (3.0141, 2.3859, 1.8927)
H (2.1612, -0.1880, 0.3858)
H (-1.3718, -2.3692, -1.9556)
H (-2.8514, -1.3360, -2.5162)
H (-1.2372, -0.8075, -2.8623)
H (-0.8039, 1.1828, 0.9562)
H (-0.0999, -0.5183, 1.0902)
H (-1.3446, 0.0555, 2.2188)
H (-2.5974, -1.0012, 0.6803)
H (0.7453, -0.5388, -1.0464)

Calculated values
Net charge = +1
HOMO (alpha / beta) = -0.450 / -0.452 Ha
ΔE to the lowest compared entry with this formula, charge and spin = 5.999 eV
Calculated total energy = -704.3701 Eh
LUMO (alpha / beta) = -0.1850 / -0.1861 Ha
Kohn-Sham gap (alpha / beta) = 7.224 / 7.234 eV
F_max = 0.0643 Eh/bohr

Here is what Löwdin gives for the atomic charges, in e:
1 C 0.101
2 C -0.349
3 C -0.291
4 C -0.049
5 C -0.066
6 N -0.415
7 N 0.013
8 S 1.023
9 H 0.082
10 H 0.059
11 H 0.095
12 H 0.132
13 H 0.146
14 H 0.039
15 H 0.089
16 H 0.076
17 H 0.121
18 H 0.174
19 H 0.020

This record from OMol25 describes a molecular structure, C47H48ClN8P2S2W. The level of theory is the ωB97M-V functional and the def2-TZVPD basis.

CARTESIAN COORDINATES (ANGSTROEM)
W (0.5207, 1.1823, -0.5755)
C (3.8622, 3.9971, 3.3440)
C (4.0119, 4.5690, 1.9364)
N (2.7461, 4.5412, 1.2337)
C (2.2667, 3.4118, 0.7067)
S (0.6805, 3.5614, -0.1073)
N (2.9683, 2.3291, 0.7417)
N (2.5043, 1.2249, 0.1043)
C (3.4015, 0.2589, -0.1307)
C (4.8202, 0.4240, 0.3311)
C (3.0086, -0.8455, -0.8961)
C (3.9418, -1.7084, -1.5156)
C (3.5984, -2.4130, -2.6313)
C (2.3118, -2.1941, -3.2052)
C (1.3780, -1.5060, -2.5266)
N (1.6005, -1.0156, -1.2059)
H (4.8334, 3.8286, 3.7986)
H (3.3303, 3.0494, 3.2891)
H (3.2958, 4.6796, 3.9726)
H (4.7202, 3.9675, 1.3597)
H (4.3628, 5.6015, 1.9680)
H (2.1195, 5.3287, 1.2926)
H (4.8609, 1.1911, 1.1016)
H (5.4475, 0.7419, -0.5015)
H (5.2144, -0.5105, 0.7232)
H (4.9509, -1.7279, -1.1344)
H (4.2981, -3.0692, -3.1204)
H (2.1006, -2.5612, -4.1958)
H (0.3712, -1.3785, -2.9009)
C (-6.1153, -1.5161, -0.0898)
S (-4.5007, -2.1662, 0.4108)
C (-4.1326, -1.1368, 1.8792)
C (-3.1779, 0.0190, 1.5881)
C (-1.9464, -0.4901, 0.8234)
N (-0.8519, 0.4575, 0.6797)
P (0.2114, 0.9488, 1.8878)
C (-0.6889, 1.9829, 3.0963)
C (-1.6503, 2.8856, 2.6547)
C (-2.2498, 3.7484, 3.5523)
C (-1.8775, 3.7294, 4.8875)
C (-0.9066, 2.8431, 5.3257)
C (-0.3017, 1.9784, 4.4322)
C (0.6340, -0.5400, 2.8815)
C (1.9641, -0.9572, 2.9080)
C (2.3198, -2.1159, 3.5734)
C (1.3476, -2.8781, 4.1995)
C (0.0289, -2.4555, 4.1976)
C (-0.3299, -1.2820, 3.5577)
P (-1.2279, 1.2905, -2.3087)
C (-2.9493, 1.5413, -1.9335)
C (-4.0149, 0.9912, -2.6486)
C (-5.3116, 1.2603, -2.2589)
C (-5.5657, 2.0838, -1.1713)
C (-4.5120, 2.6714, -0.4828)
C (-3.2147, 2.4039, -0.8625)
C (-1.1025, 0.5342, -3.9543)
C (-1.5220, -0.7722, -4.2064)
C (-1.3209, -1.3345, -5.4540)
C (-0.7137, -0.6000, -6.4598)
C (-0.3129, 0.7046, -6.2220)
C (-0.4985, 1.2695, -4.9734)
H (-6.4179, -2.1001, -0.9528)
H (-6.0251, -0.4693, -0.3633)
H (-6.8292, -1.6562, 0.7164)
H (-3.6898, -1.8196, 2.6054)
H (-5.0781, -0.7693, 2.2739)
H (-2.8637, 0.4678, 2.5365)
H (-3.6808, 0.7907, 1.0013)
H (-2.2782, -0.7801, -0.1853)
H (-1.5894, -1.4000, 1.3355)
H (-1.9237, 2.8954, 1.6091)
H (-3.0000, 4.4450, 3.2101)
H (-2.3378, 4.4101, 5.5868)
H (-0.6167, 2.8283, 6.3651)
H (0.4647, 1.2939, 4.7675)
H (2.7181, -0.3610, 2.4120)
H (3.3525, -2.4262, 3.6020)
H (1.6202, -3.7933, 4.7007)
H (-0.7245, -3.0420, 4.6993)
H (-1.3506, -0.9334, 3.6047)
H (-3.8223, 0.3594, -3.5016)
H (-6.1351, 0.8293, -2.8084)
H (-6.5816, 2.2805, -0.8656)
H (-4.7110, 3.3416, 0.3406)
H (-2.3681, 2.8687, -0.3637)
H (-1.9998, -1.3465, -3.4233)
H (-1.6356, -2.3496, -5.6426)
H (-0.5534, -1.0440, -7.4299)
H (0.1445, 1.2819, -7.0112)
H (-0.1873, 2.2876, -4.7782)
N (1.5792, 1.5119, -2.2648)
C (2.1129, 1.2218, -3.2885)
N (2.7830, 1.0844, -4.2995)
C (2.9662, 0.2699, -5.2793)
N (3.1881, -0.4326, -6.1612)
Cl (-1.1018, -3.6017, -1.8236)
C (0.2714, -4.2277, -0.9805)
C (0.4532, -5.6011, -0.9540)
C (1.5336, -6.1334, -0.2731)
C (2.4355, -5.2968, 0.3635)
C (2.2413, -3.9283, 0.3369)
C (1.1553, -3.3703, -0.3265)
C (0.8751, -1.8953, -0.2371)
H (-0.2486, -6.2505, -1.4551)
H (1.6660, -7.2035, -0.2341)
H (3.2803, -5.7095, 0.8928)
H (2.9322, -3.2718, 0.8442)
H (1.1335, -1.5583, 0.7718)
H (-0.1931, -1.7541, -0.4382)

Calculated values
Net charge = +1
HOMO (alpha / beta) = -0.318 / -0.320 Ha
ΔE to the lowest compared entry with this formula, charge and spin = 4.441 eV
Calculated total energy = -4263.9583 Eh
LUMO (alpha / beta) = -0.1773 / -0.1755 Ha
Kohn-Sham gap (alpha / beta) = 3.827 / 3.931 eV
F_max = 0.0350 Eh/bohr

These are the Löwdin partial charges, in e, on atoms 1 to 99:
1 W 1.176
2 C -0.081
3 C -0.231
4 N -0.023
5 C -0.762
6 S 0.602
7 N -0.001
8 N -0.250
9 C -0.282
10 C -0.011
11 C -0.215
12 C -0.034
13 C -0.058
14 C -0.056
15 C -0.143
16 N -0.118
17 H 0.074
18 H 0.053
19 H 0.072
20 H 0.110
21 H 0.120
22 H 0.124
23 H 0.066
24 H 0.102
25 H 0.084
26 H 0.113
27 H 0.107
28 H 0.115
29 H 0.067
30 C -0.391
31 S 0.817
32 C -0.457
33 C -0.239
34 C -0.311
35 N -0.422
36 P 0.954
37 C -0.340
38 C -0.117
39 C -0.063
40 C -0.064
41 C -0.064
42 C -0.082
43 C -0.346
44 C -0.103
45 C -0.067
46 C -0.054
47 C -0.050
48 C -0.084
49 P 1.070
50 C -0.412
51 C -0.058
52 C -0.072
53 C -0.062
54 C -0.074
55 C -0.135
56 C -0.426
57 C -0.142
58 C -0.056
59 C -0.049
60 C -0.064
61 C -0.108
62 H 0.035
63 H 0.000
64 H 0.038
65 H 0.068
66 H 0.082
67 H 0.097
68 H 0.085
69 H 0.065
70 H 0.108
71 H 0.060
72 H 0.109
73 H 0.110
74 H 0.111
75 H 0.108
76 H 0.098
77 H 0.113
78 H 0.113
79 H 0.113
80 H 0.103
81 H 0.102
82 H 0.118
83 H 0.117
84 H 0.115
85 H 0.061
86 H 0.082
87 H 0.114
88 H 0.116
89 H 0.117
90 H 0.111
91 N -0.096
92 C -0.295
93 N 0.161
94 C -0.374
95 N 0.146
96 Cl 0.757
97 C -0.577
98 C -0.093
99 C -0.066

This record from OMol25 describes a molecular structure, C3H7HoO2. The level of theory is the ωB97M-V functional and the def2-TZVPD basis.

CARTESIAN COORDINATES (ANGSTROEM)
O (-0.8681, -0.8370, -0.9432)
C (-0.6319, 0.4525, -0.5225)
C (0.7486, 0.6227, 0.0956)
O (0.8274, 1.8912, 0.6988)
C (2.0864, 2.1709, 1.2532)
Ho (-0.1828, -2.8416, -1.7050)
H (-1.4016, 0.7715, 0.2097)
H (-0.7144, 1.1749, -1.3607)
H (1.5112, 0.4940, -0.6972)
H (1.0345, -0.1313, 0.8556)
H (2.3613, 1.4254, 2.0197)
H (2.8708, 2.1561, 0.4766)
H (2.0258, 3.1541, 1.7338)

Calculated values
Net charge = +1
HOMO (alpha / beta) = -0.458 / -0.462 Ha
ΔE to the lowest compared entry with this formula, charge and spin = 1.981 eV
Calculated total energy = -1216.6098 Eh
<S²> = 8.754
LUMO (alpha / beta) = -0.2007 / -0.2681 Ha
Kohn-Sham gap (alpha / beta) = 6.992 / 5.288 eV
F_max = 0.1130 Eh/bohr
Multiplicity = 6

Here is what Löwdin gives for the atomic charges, in e:
1 O -0.572
2 C -0.327
3 C -0.257
4 O -0.181
5 C -0.107
6 Ho 1.642
7 H 0.137
8 H 0.136
9 H 0.121
10 H 0.124
11 H 0.092
12 H 0.094
13 H 0.099

This record from OMol25 describes a molecular structure, C25H41AsCeN13OS5. The level of theory is the ωB97M-V functional and the def2-TZVPD basis.

CARTESIAN COORDINATES (ANGSTROEM)
Ce (0.1288, -0.2753, 0.5231)
C (1.3257, -5.0054, -5.5129)
C (1.7811, -5.2771, -4.0758)
C (1.0173, -6.5008, -3.5505)
C (3.2854, -5.5857, -4.1133)
C (1.5322, -4.1061, -3.1384)
C (1.9642, -4.1550, -1.8139)
C (1.7360, -3.0668, -0.9944)
N (1.1329, -1.9496, -1.3889)
C (0.7030, -1.8816, -2.6575)
C (0.8852, -2.9512, -3.5399)
C (0.0745, -0.6175, -3.0733)
C (-0.3155, -0.3789, -4.3918)
C (-0.8880, 0.8242, -4.7701)
C (-1.0548, 1.7767, -3.7706)
C (-0.6194, 1.4781, -2.4912)
N (-0.0687, 0.3310, -2.1303)
C (-1.2515, 1.0582, -6.2289)
C (-1.9193, 2.4165, -6.4518)
C (-2.2222, -0.0343, -6.6998)
C (0.0346, 1.0115, -7.0692)
H (1.5457, -5.8803, -6.1270)
H (1.8550, -4.1525, -5.9417)
H (0.2520, -4.8208, -5.5638)
H (1.1721, -7.3556, -4.2125)
H (-0.0509, -6.2878, -3.4991)
H (1.3499, -6.7703, -2.5490)
H (3.4796, -6.4045, -4.8095)
H (3.6565, -5.8734, -3.1308)
H (3.8468, -4.7108, -4.4449)
H (2.4712, -5.0191, -1.4100)
H (2.0771, -3.0758, 0.0371)
H (0.5052, -2.8694, -4.5450)
H (-0.1610, -1.1495, -5.1316)
H (-1.5072, 2.7372, -3.9647)
H (-0.7093, 2.2199, -1.7068)
H (-2.8342, 2.5005, -5.8647)
H (-2.1782, 2.5254, -7.5062)
H (-1.2490, 3.2345, -6.1851)
H (-3.1163, -0.0359, -6.0757)
H (-1.7726, -1.0247, -6.6382)
H (-2.5160, 0.1414, -7.7368)
H (0.7234, 1.7931, -6.7449)
H (-0.1974, 1.1690, -8.1248)
H (0.5400, 0.0515, -6.9660)
N (2.4487, 1.1030, -0.9086)
C (3.1200, 2.2800, -0.3559)
C (2.2143, 3.5115, -0.4452)
C (1.3515, 3.6514, 0.8083)
N (0.4827, 2.4896, 1.0024)
H (2.9841, 0.2741, -0.6641)
H (2.4116, 1.1660, -1.9224)
H (4.0731, 2.4841, -0.8687)
H (3.3423, 2.0710, 0.6957)
H (1.5744, 3.4148, -1.3320)
H (2.8234, 4.4152, -0.5499)
H (0.7666, 4.5816, 0.7468)
H (2.0189, 3.7093, 1.6705)
H (-0.4678, 2.6957, 0.7194)
H (0.4437, 2.2951, 2.0077)
S (2.6501, 1.9781, 3.4950)
As (1.7979, -0.0044, 3.3136)
S (-0.3880, 0.2069, 3.1948)
S (2.6590, -0.9159, 1.5189)
S (2.4404, -1.0148, 5.0703)
N (-1.8439, -3.6915, -0.6866)
C (-1.0593, -3.7163, 0.4543)
N (-0.7518, -4.8315, 1.0915)
N (0.0489, -4.4228, 2.0938)
N (0.2022, -3.1487, 2.0508)
N (-0.4928, -2.6382, 1.0130)
C (-2.4468, -2.5344, -1.0884)
N (-3.4893, -2.5077, -1.9259)
N (-3.7748, -1.2185, -2.0546)
N (-2.9445, -0.5291, -1.3468)
N (-2.0755, -1.3074, -0.7099)
H (-2.3714, -4.5297, -0.8646)
C (-3.3734, 3.4712, 0.3353)
S (-3.1865, 1.7524, -0.4016)
C (-4.4964, 1.0789, 0.6776)
O (-1.9018, 1.3523, 0.2604)
H (-3.2494, 3.4390, 1.4163)
H (-4.3552, 3.8582, 0.0616)
H (-2.6005, 4.0963, -0.1107)
H (-5.2581, 1.8309, 0.8671)
H (-3.9897, 0.7939, 1.5984)
H (-4.9323, 0.2081, 0.1986)

Calculated values
Net charge = -2
HOMO = -0.019 Ha
ΔE to the lowest compared entry with this formula, charge and spin = 1.813 eV
Calculated total energy = -6466.3767 Eh
<S²> = 0.751
LUMO = 0.1185 Ha
Kohn-Sham gap = 3.737 eV
F_max = 0.0477 Eh/bohr
Multiplicity = 2

Here is what Löwdin gives for the atomic charges, in e:
1 Ce 0.325
2 C -0.072
3 C -0.558
4 C -0.040
5 C -0.050
6 C -0.157
7 C 0.021
8 C -0.111
9 N 0.068
10 C -0.176
11 C 0.050
12 C -0.170
13 C 0.047
14 C -0.157
15 C 0.019
16 C -0.128
17 N 0.054
18 C -0.557
19 C -0.071
20 C -0.042
21 C -0.046
22 H 0.079
23 H 0.085
24 H 0.085
25 H 0.080
26 H 0.093
27 H 0.084
28 H 0.080
29 H 0.077
30 H 0.090
31 H 0.118
32 H 0.067
33 H 0.088
34 H 0.099
35 H 0.104
36 H 0.099
37 H 0.088
38 H 0.080
39 H 0.083
40 H 0.096
41 H 0.077
42 H 0.080
43 H 0.090
44 H 0.081
45 H 0.077
46 N -0.049
47 C -0.276
48 C -0.200
49 C -0.299
50 N -0.055
51 H -0.005
52 H 0.067
53 H 0.098
54 H 0.062
55 H 0.089
56 H 0.096
57 H 0.098
58 H 0.026
59 H 0.028
60 H -0.037
61 S -0.139
62 As -0.465
63 S 0.044
64 S 0.085
65 S -0.259
66 N 0.133
67 C -0.496
68 N 0.003
69 N -0.090
70 N -0.056
71 N -0.118
72 C -0.463
73 N 0.009
74 N -0.088
75 N -0.186
76 N -0.003
77 H 0.126
78 C -0.242
79 S 0.869
80 C -0.221
81 O -0.684
82 H 0.057
83 H 0.033
84 H 0.034
85 H 0.039
86 H 0.070
87 H 0.034